# 1
Here is C6H8 in the gas phase from OMol25. Energies are from ωB97M-V/def2-TZVPD.

Structure (XYZ):
```
14
Properties=species:S:1:pos:R:3:lowdin_charge:R:1
C -1.2982 0.8909 0.4226 -0.0733
C -0.3167 0.2115 -0.5333 -0.3782
C 1.1491 0.6492 -0.3190 -0.2355
C 1.9834 -0.5329 0.0875 0.0420
C 0.9938 -1.5904 0.2565 -0.1378
C -0.2379 -1.2327 -0.1689 -0.0357
H -2.2656 0.3816 0.4823 0.0760
H -1.4803 1.9261 0.1278 0.0797
H -0.6247 0.3436 -1.5801 0.1449
H 1.2454 1.3595 0.5209 0.1201
H 1.5916 1.1873 -1.1666 0.1090
H -0.8442 0.8581 1.4210 0.0881
H 1.2269 -2.5809 0.6375 0.0823
H -1.1227 -1.8710 -0.1883 0.1184
```

Summary:
total charge	0
LUMO level	-0.2815	eV
highest occupied orbital energy	-8.1	eV
HOMO-LUMO gap	7.796	eV
energy above the lowest of the compared OMol25 structures with the same formula, charge and spin	2.754	eV

# 2
Here is 2 unconnected molecules or ions with the total composition C4H14N in a non-equilibrium geometry from OMol25. Energies are from ωB97M-V/def2-TZVPD.

Structure (XYZ):
```
19
Properties=species:S:1:pos:R:3:lowdin_charge:R:1
C -1.4170 1.7191 0.4302 -0.2022
C -1.9105 2.9613 1.0702 -0.1744
H -1.4394 0.8067 0.9661 0.0321
H -2.1587 1.5498 -0.4244 0.0937
H -0.4329 1.8065 -0.0431 0.0614
H -1.9827 3.8096 0.4665 0.0474
H -1.0422 3.2356 1.7075 0.0802
H -2.8398 3.0377 1.6323 0.0801
C 0.6723 -1.2219 -0.2114 -0.2467
C 1.4259 -0.7268 -1.4096 -0.1232
N 1.1739 -2.6068 0.1175 0.1340
H 0.8004 -0.5026 0.7277 0.1706
H -0.3879 -1.1696 -0.4609 0.1186
H 2.3934 -0.1975 -1.1784 0.0948
H 0.8766 0.0771 -2.0549 0.1199
H 2.1306 -2.6622 0.4973 0.1689
H 0.6427 -3.1619 0.9966 0.2595
H 1.0132 -3.3020 -0.6348 0.1701
H 1.5858 -1.4695 -2.2967 0.1153
```

Summary:
total charge	+1
LUMO level	-4.1406	eV
highest occupied orbital energy	-13.8	eV
HOMO-LUMO gap	9.621	eV
energy above the lowest of the compared OMol25 structures with the same formula, charge and spin	1.928	eV

# 3
Here is C6H12S in the gas phase in a non-equilibrium geometry from OMol25. Energies are from ωB97M-V/def2-TZVPD.

Structure (XYZ):
```
19
Properties=species:S:1:pos:R:3:lowdin_charge:R:1
C 1.1628 0.4901 -1.9470 -0.0053
C 0.8278 -0.3669 -1.0133 -0.1235
C -0.8006 -1.8744 0.1308 -0.0960
C 0.5155 0.6119 1.6434 -0.1581
C -0.6330 -0.4919 -0.3197 -0.4090
C -0.6865 0.6113 0.6944 -0.6971
S -1.0663 2.3502 0.1821 0.6970
H 2.1712 0.7809 -2.2025 0.0626
H 0.4005 0.8997 -2.5332 0.0394
H 1.5600 -0.8339 -0.4605 0.0742
H -0.4923 -2.1471 1.1933 0.1109
H -0.2606 -2.5274 -0.4819 0.0544
H -1.8436 -2.1917 -0.1129 0.0981
H 1.4062 1.1481 1.1269 0.1049
H 0.8182 -0.3350 1.9109 0.0260
H 0.2010 1.1570 2.6234 0.1069
H -1.4320 -0.4322 -0.9715 0.1015
H -1.6367 0.4175 1.3973 0.1390
H -0.2116 2.7338 -0.8599 -0.1257
```

Summary:
total charge	0
LUMO level	0.9433	eV
highest occupied orbital energy	-9.0	eV
HOMO-LUMO gap	9.954	eV
energy above the lowest of the compared OMol25 structures with the same formula, charge and spin	1.883	eV

# 4
Here is C5H10S3 in the gas phase from OMol25. Energies are from ωB97M-V/def2-TZVPD.

Structure (XYZ):
```
18
Properties=species:S:1:pos:R:3:lowdin_charge:R:1
C -0.4429 -0.0948 1.8191 -0.1300
C -0.7974 -0.0790 0.3463 -0.8514
C -0.2755 1.2107 -0.3804 -0.1662
C 0.9737 0.4099 -0.8057 -0.6912
C 0.1679 -0.8823 -0.5613 -0.7102
H -0.6164 -1.0661 2.2607 0.0670
H -1.0403 0.6373 2.3624 0.0813
H 0.6237 0.1309 1.9635 0.0888
H -3.0808 0.3080 0.9760 -0.1231
H -0.1023 2.0862 0.2438 0.1112
H -0.9134 1.4897 -1.2574 0.1179
H 1.7897 0.4962 -0.0533 0.1101
H 2.4258 1.6137 -2.2458 -0.1480
H -0.3444 -1.1871 -1.4659 0.0871
H 1.5490 -2.7523 -0.9649 -0.1395
S -2.5344 -0.5411 0.0749 0.7798
S 1.6474 0.5573 -2.4743 0.7510
S 0.9704 -2.3373 0.1622 0.7654
```

Summary:
total charge	0
LUMO level	0.7017	eV
highest occupied orbital energy	-9.1	eV
HOMO-LUMO gap	9.767	eV
energy above the lowest of the compared OMol25 structures with the same formula, charge and spin	0.625	eV

# 5
Here is 2 unconnected molecules or ions with the total composition CH3BrNO2S in a non-equilibrium geometry from OMol25. Energies are from ωB97M-V/def2-TZVPD.

Structure (XYZ):
```
9
Properties=species:S:1:pos:R:3:lowdin_spin:R:1
C -1.3486 0.7062 0.1047 1.2534
N 0.8096 -0.8637 -0.2804 0.0456
O -1.0097 -0.6373 -2.0110 0.1313
O -1.4449 -2.0601 -0.0435 -0.0011
S -0.9550 -0.8228 -0.5496 0.1052
Br -4.0263 0.1427 -0.6123 0.3994
H -1.1318 1.2477 -0.8706 0.0570
H 1.0681 -1.6082 -0.9415 0.0053
H 1.0864 0.0268 -0.7190 0.0039
```

Summary:
total charge	-1
LUMO level (alpha / beta)	3.4645 / 1.8118	eV
highest occupied orbital energy (alpha / beta)	-4.0 / -4.6	eV
HOMO-LUMO gap (alpha / beta)	7.435 / 6.414	eV
energy above the lowest of the compared OMol25 structures with the same formula, charge and spin	2.172	eV
2S+1	3
expectation value of S²	2.0129

# 6
Here is 5 unconnected molecules or ions with the total composition C38H54IN4O13P in a non-equilibrium geometry from OMol25. Energies are from ωB97M-V/def2-TZVPD.

Structure (XYZ):
```
111
Properties=species:S:1:pos:R:3:lowdin_charge:R:1
C 0.6845 3.0824 4.0934 0.1544
C 0.0499 2.3566 3.3781 -0.0531
C -0.8519 1.6566 2.4718 -0.2009
N -2.0002 1.2647 2.9863 0.2028
C -2.7692 0.6061 2.0810 -0.1856
C -4.0343 0.0935 2.5301 -0.2540
C -4.4002 0.3547 3.9738 -0.1545
C -5.1638 1.6699 4.2102 -0.7823
O -5.6388 1.9746 5.2434 0.0306
I -5.3758 3.0133 2.5101 0.8636
C -4.8680 -0.6353 1.7056 -0.3209
P -6.4692 -1.4112 2.1746 0.9660
C -7.4440 -0.3056 3.2959 -0.2908
C -7.4555 -1.3418 0.6001 -0.4179
C -7.6634 0.1062 0.0714 -0.1431
C -4.4389 -0.8641 0.3459 -0.0327
C -3.2438 -0.3834 -0.1192 -0.1557
C -2.7889 -0.6641 -1.5246 -0.1450
C -2.0818 -2.0461 -1.6075 -0.2744
N -1.4053 -2.2721 -2.8762 -0.0026
C -2.3890 0.3624 0.7515 -0.1413
N -1.2093 0.8139 0.2543 0.2139
C -0.4489 1.4571 1.1115 -0.1409
C 0.8805 1.9259 0.5911 -0.2420
C 1.6879 0.9687 -0.0201 -0.0073
C 2.9328 1.3873 -0.5060 -0.0541
C 3.2812 2.7319 -0.3446 -0.0582
C 2.3636 3.5707 0.2863 -0.1355
N 1.1692 3.2145 0.7443 0.1338
H 1.0664 3.7737 4.8061 0.0439
H -4.9361 -0.5011 4.3817 0.1109
H -3.4846 0.4608 4.5614 0.0803
H -7.3500 0.7576 3.0735 -0.0066
H -8.4980 -0.5795 3.2179 0.0472
H -7.1477 -0.5163 4.3219 0.0284
H -8.4369 -1.7661 0.8215 0.0652
H -6.9998 -1.9687 -0.1636 0.0531
H -8.6477 0.2081 -0.3898 0.0665
H -6.9368 0.3309 -0.7134 0.0631
H -7.5308 0.8579 0.8479 0.0281
H -5.0387 -1.4413 -0.3439 0.0981
H -2.0391 0.0644 -1.8325 0.0966
H -3.6143 -0.6857 -2.2379 0.1163
H -2.8202 -2.8377 -1.4609 0.1116
H -1.3409 -2.1488 -0.8094 0.1085
H -2.0520 -2.5632 -3.5930 0.0614
H -0.8712 -1.4670 -3.1691 0.0547
H 1.3726 -0.0574 -0.1362 0.1118
H 3.5783 0.6686 -0.9921 0.1067
H 4.2454 3.0686 -0.6958 0.0997
H 2.6409 4.6127 0.4126 0.1062
C 3.3872 -2.3386 -7.2762 -0.0574
C 2.1486 -2.6348 -6.4564 -0.2018
O 2.0611 -1.7843 -5.3020 0.0429
C 1.6287 -0.5499 -5.5360 -0.6039
O 1.3006 -0.1033 -6.6055 0.1097
O 1.6344 0.1170 -4.3806 -0.0004
C 1.2646 1.4946 -4.4885 -0.0320
H 4.2789 -2.3901 -6.6502 0.0828
H 3.4849 -3.0561 -8.0907 0.0836
H 3.3469 -1.3377 -7.7055 0.0695
H 2.1918 -3.6506 -6.0682 0.1239
H 1.2407 -2.5495 -7.0541 0.1207
H 0.3107 1.6076 -4.9994 0.0964
H 2.0405 2.0512 -5.0123 0.1004
H 1.1741 1.8774 -3.4751 0.0869
C -2.0759 0.3935 6.7948 -0.0581
C -0.7729 -0.0758 6.1840 -0.2063
O 0.3113 0.8001 6.5227 0.0138
C 0.8127 0.6428 7.7473 -0.6362
O 0.4550 -0.1649 8.5642 0.1264
O 1.7835 1.5425 7.9108 -0.0066
C 2.3767 1.5400 9.2108 -0.0338
H -2.2697 1.4325 6.5210 0.0895
H -2.9037 -0.2254 6.4513 0.0716
H -2.0442 0.3465 7.8830 0.0803
H -0.8445 -0.0507 5.0969 0.1026
H -0.5365 -1.0999 6.4749 0.1269
H 2.7156 0.5435 9.4853 0.0964
H 1.6670 1.9139 9.9477 0.0984
H 3.2328 2.2071 9.1660 0.0950
C 7.4651 -2.1524 8.1311 -0.0660
C 7.5715 -1.7698 6.6699 -0.2140
O 6.3461 -2.0193 5.9684 0.0374
C 5.3888 -1.1102 6.1533 -0.6100
O 5.4753 -0.1146 6.8237 0.1226
O 4.3157 -1.4960 5.4641 0.0148
C 3.1816 -0.6400 5.6229 -0.0284
H 7.1279 -3.1850 8.2306 0.0818
H 8.4317 -2.0468 8.6238 0.0795
H 6.7442 -1.5210 8.6494 0.0738
H 8.3220 -2.3855 6.1772 0.1215
H 7.8682 -0.7281 6.5483 0.1225
H 3.4328 0.3957 5.4062 0.1028
H 2.7864 -0.7302 6.6335 0.0907
H 2.4251 -0.9723 4.9171 0.0974
C -0.0271 -0.8425 -10.1716 -0.0595
C 1.0811 0.1151 -9.7873 -0.2042
O 2.2105 -0.0127 -10.6702 0.0374
C 2.0818 0.5789 -11.8546 -0.6138
O 1.1352 1.2159 -12.2358 0.1228
O 3.1954 0.3465 -12.5555 0.0028
C 3.1700 0.8719 -13.8827 -0.0442
H 0.3539 -1.8642 -10.2250 0.0796
H -0.8333 -0.8025 -9.4389 0.0802
H -0.4391 -0.5970 -11.1505 0.0735
H 1.4449 -0.1270 -8.7937 0.0810
H 0.7302 1.1466 -9.7671 0.1281
H 2.9178 1.9301 -13.8816 0.0947
H 2.4591 0.3167 -14.4934 0.0979
H 4.1686 0.7430 -14.2912 0.0917
```

Summary:
total charge	0
LUMO level	-0.7583	eV
highest occupied orbital energy	-8.1	eV
HOMO-LUMO gap	7.323	eV

# 7
Here is a molecular structure, C5H10BFO5Tl in a non-equilibrium geometry from OMol25. Energies are from ωB97M-V/def2-TZVPD.

Structure (XYZ):
```
23
Properties=species:S:1:pos:R:3:lowdin_charge:R:1
Tl 0.7173 -1.4626 2.1487 1.2473
B -1.8903 -0.2055 1.9172 -0.2914
H -1.3954 -0.2215 0.9585 -0.0020
H -1.2814 0.2774 2.6657 -0.0351
H -2.7316 0.4452 1.7356 0.0751
H -2.1845 -1.2133 2.1663 -0.0301
C -0.4798 -5.1515 -1.1376 0.0507
C -0.1244 -4.0210 -0.1504 -0.5756
O 0.8862 -4.0125 0.5825 0.1031
O -0.8156 -2.9490 -0.0986 0.1193
H 0.3353 -5.8706 -1.2189 0.0955
H -0.6612 -4.8449 -2.1678 0.1007
H -1.3316 -5.7833 -0.8862 0.0998
C 1.8221 3.8723 -1.2379 -0.0104
C 0.5250 4.2592 -0.5146 -0.3767
O 0.0165 3.0423 -0.0036 0.1462
C 0.9726 2.0573 -0.1675 -0.4655
O 0.8375 0.9772 0.4327 0.0124
O 1.9331 2.4862 -0.9517 0.1145
F -0.2869 4.8062 -1.3297 0.1522
H 2.6348 4.4075 -0.7468 0.1426
H 1.8471 4.1333 -2.2959 0.1524
H 0.6553 4.9715 0.3001 0.1748
```

Summary:
total charge	+1
LUMO level	-10.0091	eV
highest occupied orbital energy	-13.7	eV
HOMO-LUMO gap	3.689	eV
energy above the lowest of the compared OMol25 structures with the same formula, charge and spin	2.175	eV